The following is a DFT calculation (ωB97M-V/def2-TZVPD) of a cluster of 2 separate species, C4H9N in total in a non-equilibrium geometry.

Element x y z (Å)
1 C -3.3587 -1.0377 1.7037
2 N -2.8465 -1.5628 0.6741
3 H -4.2814 -0.4644 1.5659
4 H -3.2652 -1.3768 2.7396
5 H -1.9181 -1.9443 0.8693
6 C 0.7574 1.2720 -1.0083
7 C 2.2125 0.9922 -0.6847
8 C 2.7772 -0.2100 -0.5561
9 H 0.6897 2.0798 -1.7270
10 H 0.2117 0.3845 -1.3198
11 H 0.2217 1.5293 -0.0858
12 H 2.8585 1.8118 -0.9800
13 H 3.7034 -0.4280 -1.0690
14 H 2.2378 -1.0455 -0.1217

The calculation puts the gap between HOMO and LUMO at 10.1 eV. For the LUMO energy, the calculation gives 1.0 eV. The value obtained for the electronic energy is -212.4591 a.u. As for the maximum force: 2.33 eV/Å. The HOMO energy is -9.08 eV. The energy relative to the best compared isomer or geometry (same formula, charge and spin) is 241.85 kJ/mol.